The following is a DFT calculation (ωB97M-V with the def2-TZVPD basis set) of a 2-piece molecular cluster, C4H12S2 overall at a distorted geometry.

Results
E_HOMO = -8.96 eV
SMILES = CCS.CCS
Largest force on an atom = 1.9 eV Å⁻¹
HOMO-LUMO gap = 0.3586 Ha
Energy relative to the best compared isomer or geometry (same formula, charge and spin) = 72.04 kJ/mol

Structure (ORCA input):
```
! RIJCOSX wB97M-V def2-TZVPD def2/J DEFGRID3
* xyz 0 1
C 1.339 2.561 1.839
C 0.962 1.361 0.943
S 2.528 0.930 0.233
H 2.232 2.389 2.464
H 0.502 2.857 2.495
H 1.551 3.391 1.144
H 0.480 0.471 1.392
H 0.350 1.672 0.075
H 2.933 2.196 -0.002
C -0.585 -1.590 -1.021
C -1.959 -2.116 -0.694
S -2.681 -3.220 -1.971
H -0.650 -1.197 -2.049
H 0.161 -2.403 -1.001
H -0.240 -0.781 -0.356
H -1.941 -2.583 0.310
H -2.685 -1.281 -0.664
H -2.297 -2.657 -3.136
*
```



The following is a DFT calculation (ωB97M-V with the def2-TZVPD basis set) of C19H47BClErNP2 as an isolated structure at a distorted geometry.

Results
E_HOMO (alpha / beta) = -3.89 / -3.87 eV
Largest force on an atom = 3.5 eV Å⁻¹
HOMO-LUMO gap (alpha / beta) = 0.2322 / 0.2318 Ha

Structure (ORCA input):
```
! RIJCOSX wB97M-V def2-TZVPD def2/J DEFGRID3
* xyz -1 4
Er 0.027 -0.598 -0.563
P 0.560 1.561 1.557
C -0.017 1.298 3.323
C 2.366 2.066 1.781
C -0.358 3.105 1.108
C -0.051 -0.187 3.667
H -1.049 1.675 3.247
C 0.734 2.078 4.404
H 1.756 1.702 4.553
H 0.176 1.922 5.335
H 0.766 3.155 4.212
H -0.719 -0.744 3.012
H -0.394 -0.299 4.701
H 0.938 -0.651 3.606
H -1.374 2.823 1.426
C -0.362 3.297 -0.413
C 0.062 4.391 1.817
H -0.135 4.353 2.893
H -0.558 5.189 1.390
H 1.116 4.643 1.636
H -0.837 2.469 -0.952
H 0.645 3.442 -0.821
H -0.939 4.199 -0.642
C 3.178 0.821 2.138
H 2.349 2.783 2.620
C 2.946 2.717 0.527
H 2.838 0.332 3.058
H 4.232 1.101 2.279
H 3.125 0.098 1.308
H 2.839 2.051 -0.345
H 4.021 2.883 0.689
H 2.501 3.693 0.308
Cl 2.405 -0.665 -1.105
H 0.348 -1.551 0.963
H -1.115 0.420 0.600
P -2.034 -4.567 -3.310
C -3.757 -4.182 -3.942
C -1.178 -5.268 -4.817
C -2.403 -6.061 -2.246
C -3.848 -2.670 -4.175
H -4.389 -4.441 -3.078
C -4.266 -4.964 -5.153
H -3.711 -4.726 -6.068
H -5.312 -4.681 -5.326
H -4.254 -6.047 -5.006
H -3.523 -2.116 -3.287
H -4.887 -2.394 -4.390
H -3.230 -2.353 -5.026
H -3.287 -5.720 -1.683
C -1.252 -6.266 -1.253
C -2.774 -7.356 -2.964
H -3.683 -7.261 -3.564
H -2.979 -8.123 -2.206
H -1.967 -7.737 -3.600
H -1.017 -5.331 -0.732
H -0.343 -6.629 -1.749
H -1.550 -7.008 -0.503
C -0.920 -4.163 -5.846
H -1.870 -6.007 -5.240
C 0.140 -5.960 -4.463
H -1.837 -3.705 -6.233
H -0.376 -4.585 -6.701
H -0.296 -3.373 -5.410
H 0.789 -5.290 -3.887
H 0.668 -6.221 -5.389
H 0.003 -6.886 -3.896
B -0.068 1.843 -4.690
C -0.424 1.102 -3.360
N -0.659 0.540 -2.350
H -0.060 1.028 -5.605
H 1.066 2.302 -4.589
H -0.848 2.754 -4.957
*
```



The following is a DFT calculation (ωB97M-V with the def2-TZVPD basis set) of a 7-piece molecular cluster, C12H41N3O7 overall at a distorted geometry.

Results
E_HOMO = -8.74 eV
SMILES = COC[C@H](C)N.COC[C@H](C)N.COC[C@H](C)N.O.O.O.O
Largest force on an atom = 2.3 eV Å⁻¹
HOMO-LUMO gap = 0.3417 Ha
Energy relative to the best compared isomer or geometry (same formula, charge and spin) = 113.18 kJ/mol

Structure (ORCA input):
```
! RIJCOSX wB97M-V def2-TZVPD def2/J DEFGRID3
* xyz 0 1
C -1.425 0.037 -1.780
O -1.324 -1.317 -2.245
C -0.376 -1.416 -3.308
C -0.467 -2.787 -3.882
C -1.834 -2.884 -4.554
N -0.203 -3.818 -2.768
H -2.194 0.113 -0.999
H -1.814 0.744 -2.554
H -0.458 0.362 -1.341
H -0.563 -0.666 -4.043
H 0.646 -1.269 -2.926
H 0.318 -2.999 -4.644
H -1.915 -3.794 -5.126
H -2.081 -2.053 -5.245
H -2.655 -2.946 -3.833
H -0.905 -3.608 -2.020
H -0.522 -4.727 -3.078
C 1.601 -1.228 -0.108
O 1.845 -2.330 0.743
C 1.872 -3.562 0.098
C 2.592 -4.648 0.921
C 4.057 -4.286 1.112
N 2.493 -5.827 0.104
H 0.532 -1.188 -0.368
H 2.159 -1.214 -1.052
H 1.799 -0.243 0.382
H 0.855 -3.866 -0.167
H 2.364 -3.514 -0.903
H 2.065 -4.726 1.899
H 4.055 -3.326 1.625
H 4.586 -4.117 0.138
H 4.547 -4.985 1.789
H 1.649 -6.292 0.192
H 3.301 -6.418 0.016
C -0.012 3.258 3.283
O -1.170 2.767 2.603
C -1.983 3.856 2.161
C -3.314 3.251 1.757
C -3.927 2.301 2.807
N -3.184 2.532 0.537
H -0.177 3.684 4.297
H 0.432 4.069 2.711
H 0.796 2.524 3.427
H -2.099 4.522 3.052
H -1.544 4.446 1.323
H -4.039 4.090 1.577
H -3.212 1.461 2.975
H -4.792 1.750 2.412
H -4.100 2.773 3.768
H -2.438 1.848 0.670
H -4.016 2.060 0.211
O 2.801 4.098 0.679
H 2.000 3.530 0.667
H 3.506 3.574 0.304
O 2.760 4.548 3.538
H 2.921 4.627 2.563
H 3.469 5.063 3.905
O 0.542 2.373 0.104
H 0.267 1.835 0.857
H -0.043 3.185 0.167
O -1.322 3.964 -1.316
H -1.788 3.198 -0.991
H -0.934 3.611 -2.125
*
```



The following is a DFT calculation (ωB97M-V with the def2-TZVPD basis set) of an isolated ion of composition C5H9ClN3 and charge +1 at a distorted geometry.

Results
E_HOMO = -12.64 eV
Largest force on an atom = 4.8 eV Å⁻¹
HOMO-LUMO gap = 0.3017 Ha
Energy relative to the best compared isomer or geometry (same formula, charge and spin) = 371.44 kJ/mol

Structure (ORCA input):
```
! RIJCOSX wB97M-V def2-TZVPD def2/J DEFGRID3
* xyz 1 1
C 1.530 1.921 0.404
C 0.613 -0.967 0.349
C 0.521 1.278 -0.481
C 2.836 -0.021 0.668
C -1.494 -0.236 -0.677
N 2.488 1.196 0.807
N -0.138 0.011 -0.037
N 0.142 -2.162 0.635
Cl 3.858 -0.495 -0.635
H 1.491 2.968 0.633
H -0.332 2.011 -0.861
H 1.154 1.073 -1.367
H 3.104 -0.705 1.568
H -1.338 -0.699 -1.628
H -2.264 -0.751 -0.068
H -1.825 0.743 -0.840
H 0.746 -2.965 0.702
H -0.740 -2.376 1.239
*
```



The following is a DFT calculation (ωB97M-V with the def2-TZVPD basis set) of one molecule with the formula C8H9NO2 at a distorted geometry.

Results
E_HOMO (alpha / beta) = -7.60 / -6.62 eV
Largest force on an atom = 4.1 eV Å⁻¹
HOMO-LUMO gap (alpha / beta) = 0.2758 / 0.2573 Ha
Energy relative to the best compared isomer or geometry (same formula, charge and spin) = 439.07 kJ/mol

Structure (ORCA input):
```
! RIJCOSX wB97M-V def2-TZVPD def2/J DEFGRID3
* xyz 0 1
C 1.030 -1.630 2.681
C 2.295 -1.264 2.265
C -0.091 -1.063 2.033
C 2.482 -0.310 1.280
C 0.208 -0.314 0.862
C -0.554 0.525 -1.362
C -1.227 0.703 -2.791
C -0.813 -0.131 -0.037
N 1.437 0.198 0.608
O -2.567 0.960 -3.033
O -2.140 -0.460 0.148
H 0.994 -2.210 3.540
H 3.219 -1.708 2.848
H -1.064 -1.374 2.298
H 3.425 0.041 1.036
H 0.435 0.276 -1.612
H -0.286 1.509 -0.880
H -0.528 0.932 -3.520
H -2.606 1.633 -3.758
H -2.424 -0.612 -0.754
*
```



The following is a DFT calculation (ωB97M-V with the def2-TZVPD basis set) of an isolated ion of composition C4H14N3 and charge +1 at a distorted geometry.

Results
E_HOMO = -12.26 eV
SMILES = NCCNCC[NH3+]
Largest force on an atom = 4.4 eV Å⁻¹
HOMO-LUMO gap = 0.3175 Ha
Energy relative to the best compared isomer or geometry (same formula, charge and spin) = 304.21 kJ/mol

Structure (ORCA input):
```
! RIJCOSX wB97M-V def2-TZVPD def2/J DEFGRID3
* xyz 1 1
N -0.608 1.692 -1.880
C -0.327 2.463 -0.585
C 0.084 1.492 0.491
N -0.369 0.128 0.213
C 0.386 -0.963 -0.520
C 0.311 -2.267 0.164
N 0.473 -2.047 1.581
H -1.261 0.894 -1.637
H -0.982 2.246 -2.662
H 0.427 3.302 -0.805
H -1.203 2.836 -0.088
H -0.176 1.890 1.491
H 1.186 1.634 0.554
H -1.398 0.154 -0.059
H -0.034 -1.152 -1.565
H 1.546 -0.719 -0.518
H -0.631 -2.852 0.048
H 1.128 -3.028 -0.147
H 0.492 -1.005 1.766
H 1.378 -2.317 2.048
H -0.421 -2.383 2.108
*
```